A 13-piece molecular cluster, C6H40N2O12 overall. Source: OMol25; level of theory: wB97M-V/def2-TZVPD.

Geometry as XYZ:
```
60
Properties=species:S:1:pos:R:3:mulliken_charge:R:1
N 1.04137 -1.47089 -1.70286 -0.585
C 1.13480 -0.06725 -1.30540 1.785
C 0.45421 0.95200 -2.24281 1.007
C -1.01525 1.34451 -1.80206 -1.358
C 0.30845 0.48378 -3.69967 -2.367
C 0.50582 -0.06364 0.15612 -0.890
N 0.88492 1.09949 0.89968 0.873
C 0.28474 1.23862 2.25762 -1.071
H 1.13059 -1.66545 -2.71143 0.207
H 1.60892 -2.04092 -1.10690 0.254
H 2.22279 0.21714 -1.19303 0.243
H 1.21277 1.80793 -2.25484 -0.036
H -1.24168 2.13693 -2.44563 0.700
H -0.98770 1.90414 -0.80168 0.065
H -1.67474 0.48753 -1.82066 0.118
H -0.41933 -0.22925 -3.86674 0.495
H 1.18029 0.14362 -4.05177 0.726
H 0.02479 1.27689 -4.45399 0.352
H -0.50861 -0.26918 0.02532 0.304
H 0.96471 -1.05765 0.65348 -1.083
H 0.62779 2.03155 0.47720 -0.217
H -0.80630 1.40650 2.10901 0.282
H 0.63925 2.11554 2.73737 0.337
H 0.62875 0.23382 2.88930 0.188
H 0.82771 -4.34384 1.61619 0.335
H 0.09934 -3.71722 0.56974 0.529
O 0.59315 -3.36691 1.51677 -0.840
H -3.48236 -0.03342 -0.76049 0.322
H -4.54325 -0.77180 -1.68510 0.256
O -3.71297 -0.71428 -1.25623 -0.570
H 2.90653 1.08602 0.99560 0.260
H 4.52410 0.57232 0.76372 0.277
O 3.83030 1.22375 0.58317 -0.641
H 2.24790 -2.48369 1.15305 0.443
H 2.55971 -1.14457 0.85666 0.403
O 3.04479 -1.95246 0.74573 -0.712
H 3.55723 3.25797 -0.91909 0.325
H 2.40269 2.42164 -1.00583 0.020
O 2.95318 3.09740 -1.51844 -0.674
H -2.65863 3.25665 0.73979 0.345
H -4.05496 3.79829 0.03351 0.268
O -3.44676 3.14474 0.13737 -0.614
H -1.74888 -2.63023 2.35910 0.348
H -0.34296 -2.09510 2.50858 0.311
O -1.17546 -2.15655 3.02818 -0.699
H 1.53485 3.86073 -0.21680 0.448
H 1.98631 4.69178 1.10115 0.317
O 1.66256 3.81358 0.63224 -0.682
H -3.78884 -1.90612 1.88328 0.322
H -3.84191 -2.25154 0.37206 0.240
O -3.44315 -2.47873 1.15512 -0.642
H -0.07165 4.61113 0.80737 0.353
H -0.92135 3.64738 1.57348 0.309
O -1.05824 4.40718 1.06881 -0.696
H -1.79330 -2.20093 0.03803 0.283
H -0.62199 -2.17784 -0.85947 0.482
O -1.29916 -2.82678 -0.45211 -0.721
H -0.68990 -5.26212 -0.57473 0.364
H -1.35981 -4.80691 0.83933 0.378
O -0.55443 -5.26669 0.49257 -0.775
```

Summary:
HOMO energy = -0.3418 Ha
net charge = 0
lowest unoccupied orbital energy = 0.004 Ha


A 2-piece molecular cluster, C3H13N2Si overall. Source: OMol25; level of theory: wB97M-V/def2-TZVPD.

Geometry as XYZ:
```
19
Properties=species:S:1:pos:R:3:mulliken_charge:R:1
C -0.81309 -1.70487 -1.55873 -0.964
C -1.43222 0.49537 -0.47580 -0.359
C -0.41404 -0.30532 -1.20536 0.146
N 1.21309 -0.58745 0.75845 -0.564
N -0.98180 1.80048 -0.10327 -0.493
Si 1.95816 0.58086 2.00791 0.341
H -0.67685 -1.82524 -2.70137 0.350
H 0.01444 -2.33782 -1.08795 0.308
H -1.82400 -1.88897 -1.36782 0.352
H -1.80080 -0.01959 0.40399 0.410
H -2.31801 0.72949 -1.25238 0.340
H 0.51915 0.17976 -1.61811 0.376
H 1.94784 -0.97675 0.09469 0.303
H 0.51500 -1.22782 1.29234 0.297
H -1.42004 2.45121 0.52553 0.211
H -0.74622 2.35371 -0.85363 0.168
H 2.73096 -0.32701 2.87397 -0.070
H 1.01633 0.95295 2.96882 -0.083
H 2.51209 1.65702 1.29871 -0.068
```

Summary:
HOMO energy = -0.4971 Ha
net charge = +1
lowest unoccupied orbital energy = -0.207 Ha


C4H3Br in the gas phase. Source: OMol25; level of theory: wB97M-V/def2-TZVPD.

Geometry as XYZ:
```
8
Properties=species:S:1:pos:R:3:mulliken_charge:R:1
C 1.76735 -0.37969 -1.33806 0.427
C 0.98183 -0.30973 -0.46454 -0.586
C -0.03312 -0.09709 0.61448 -0.464
C -1.22005 0.52909 0.45594 -0.353
Br -2.55997 0.71195 1.89057 -0.149
H 2.58792 -0.65324 -2.01232 0.401
H 0.02297 -0.83192 1.30252 0.359
H -1.54693 1.03065 -0.44860 0.366
```

Summary:
HOMO energy = -0.3470 Ha
net charge = 0
SMILES string = C#C/C=C/Br
lowest unoccupied orbital energy = 0.017 Ha


C4H8N2O2 in the gas phase. Source: OMol25; level of theory: wB97M-V/def2-TZVPD.

Geometry as XYZ:
```
16
Properties=species:S:1:pos:R:3:mulliken_charge:R:1
C 0.00540 -0.81188 -2.05018 -0.740
N 1.22188 -0.53742 -1.28679 -0.162
C 1.36199 0.21339 -0.15271 0.551
O 2.38732 0.23109 0.48352 -0.621
C 0.19263 1.18580 0.20126 -0.753
N -0.65967 0.49037 1.19300 -0.067
C -1.87389 0.06235 0.79028 0.013
O -2.60206 -0.66094 1.44006 -0.563
H 0.24898 -1.52084 -2.83549 0.316
H -0.77118 -1.23689 -1.42541 0.239
H -0.30830 0.14116 -2.49166 0.274
H 2.08174 -0.93406 -1.61678 0.254
H -0.33920 1.42354 -0.73445 0.282
H 0.44091 2.23258 0.35275 0.377
H -0.24021 0.72657 2.06585 0.227
H -2.18892 0.37056 -0.20815 0.375
```

Summary:
HOMO energy = -0.3570 Ha
net charge = 0
SMILES string = CNC(=O)CNC=O
lowest unoccupied orbital energy = 0.024 Ha


C3H2O2S2 in the gas phase. Source: OMol25; level of theory: wB97M-V/def2-TZVPD.

Geometry as XYZ:
```
9
Properties=species:S:1:pos:R:3:mulliken_charge:R:1
C -0.68244 0.61404 0.10199 -0.373
C 0.33384 0.46605 -1.01584 -0.161
C 0.67466 0.76830 -2.34174 0.421
O 0.77220 0.70022 -3.51711 -0.345
O -0.23135 -2.02695 3.45625 -0.493
S -0.96663 -0.16071 1.64217 0.040
S 0.34606 -1.52614 2.18778 0.345
H -1.33582 1.37014 0.14210 0.382
H 1.08947 -0.20495 -0.65560 0.184
```

Summary:
HOMO energy (alpha / beta) = -0.2794 / -0.3075 Ha
net charge = 0
lowest unoccupied orbital energy (alpha / beta) = -0.046 / -0.030 Ha


C3H3FS in the gas phase. Source: OMol25; level of theory: wB97M-V/def2-TZVPD.

Geometry as XYZ:
```
8
Properties=species:S:1:pos:R:3:mulliken_charge:R:1
C 0.41957 -0.85061 -0.74499 -0.596
C 0.23955 -0.15968 0.33760 0.491
F 0.78791 -0.73868 1.43318 -0.255
C -0.56656 1.02533 0.50414 -0.280
S -0.96254 1.92990 -0.81063 -0.212
H 0.18333 -0.62697 -1.78549 0.285
H 0.64840 -1.84954 -0.53456 0.274
H -0.74966 1.27025 1.60075 0.293
```

Summary:
HOMO energy = -0.3385 Ha
net charge = 0
SMILES string = C=C(F)C=S
lowest unoccupied orbital energy = -0.045 Ha


An isolated ion of composition C4H10NOS and charge +1. Source: OMol25; level of theory: wB97M-V/def2-TZVPD.

Geometry as XYZ:
```
17
Properties=species:S:1:pos:R:3:mulliken_charge:R:1
N 1.55521 1.73038 -0.51567 -0.405
C 0.47337 0.59546 -0.40504 -0.171
C -0.68788 1.35134 0.23456 0.106
O -0.62490 2.52165 0.47927 -0.451
C 1.12322 -0.53401 0.37216 -0.725
C 0.09562 -1.55540 0.90923 -0.885
S -1.06365 -1.92484 -0.48937 -0.188
H 2.47866 1.39269 -0.78516 0.331
H 1.67482 2.05914 0.44278 0.367
H 1.27977 2.51059 -1.11702 0.352
H 0.30370 0.41166 -1.46773 0.407
H -1.49074 0.75103 0.68909 0.426
H 1.92833 -1.01911 -0.16935 0.417
H 1.54457 -0.08437 1.27352 0.409
H -0.51213 -1.04522 1.63984 0.416
H 0.59225 -2.49136 1.09909 0.418
H -1.80838 -2.79352 0.20513 0.175
```

Summary:
HOMO energy = -0.4777 Ha
net charge = +1
SMILES string = [NH3+][C@H](C=O)CCS
lowest unoccupied orbital energy = -0.139 Ha


C21H20N7PtS as an isolated structure. Source: OMol25; level of theory: wB97M-V/def2-TZVPD.

Geometry as XYZ:
```
50
Properties=species:S:1:pos:R:3:mulliken_charge:R:1
Pt 0.18216 0.11475 0.86505 0.489
C 1.63187 -2.17877 -4.03814 -0.450
C 1.59578 -2.84423 -2.82069 -0.896
C 1.63885 -2.12470 -1.63615 0.132
C 1.71462 -0.73768 -1.66341 -0.688
C 1.75057 -0.07051 -2.88236 -0.039
C 1.71438 -0.79356 -4.06561 -0.741
N 1.70653 -0.01581 -0.44032 -0.124
C 2.75703 0.69526 -0.01803 0.771
C 4.00268 0.81325 -0.70163 -0.598
C 5.00087 1.56474 -0.16040 -0.636
C 4.86706 2.25634 1.07895 -0.682
C 3.70892 2.15667 1.77696 -0.704
C 2.65462 1.37257 1.24584 0.761
N 1.46429 1.18093 1.86859 1.143
N 1.14078 1.70295 2.98461 -1.278
C -0.15241 1.34630 3.36680 0.265
C -0.65260 1.79826 4.57748 -0.490
C -1.93029 1.42499 4.95378 -0.213
C -2.68289 0.61066 4.11919 -0.882
C -2.12814 0.20145 2.92248 0.293
N -0.89864 0.55935 2.55005 -0.276
H 1.60186 -2.73857 -4.96310 0.419
H 1.55049 -3.92517 -2.79380 0.409
H 1.65681 -2.63076 -0.67743 0.609
H 1.79465 1.01151 -2.89269 0.496
H 1.74351 -0.27191 -5.01309 0.410
H 4.14233 0.29449 -1.63879 0.457
H 5.94237 1.63870 -0.69007 0.400
H 5.69341 2.84501 1.44952 0.397
H 3.55953 2.65085 2.72654 0.458
H -0.03089 2.42740 5.19671 0.472
H -2.33750 1.76653 5.89569 0.427
H -3.68156 0.29658 4.38356 0.409
H -2.67158 -0.42581 2.22856 0.235
C -4.62254 0.19747 -3.00886 -1.083
C -4.46647 0.46629 -1.51086 -0.593
C -3.34199 -0.31104 -0.91408 0.393
N -2.14080 0.10452 -0.78792 -0.579
N -1.30464 -0.81453 -0.20457 0.231
C -1.87308 -1.97078 0.04653 0.359
N -1.23513 -2.98378 0.65219 -0.356
S -3.53130 -1.99729 -0.41040 -0.148
H -5.42534 0.80787 -3.41839 0.346
H -4.86394 -0.84870 -3.20042 0.339
H -3.70197 0.43867 -3.53888 0.326
H -5.38852 0.21913 -0.98157 0.333
H -4.25541 1.51946 -1.32608 0.273
H -0.23700 -2.91101 0.76836 0.169
H -1.66134 -3.88838 0.74026 0.234
```

Summary:
HOMO energy (alpha / beta) = -0.3702 / -0.3704 Ha
net charge = +1
lowest unoccupied orbital energy (alpha / beta) = -0.158 / -0.158 Ha